No. 1
Molecular formula: C4H3ClO3S
Method: DFT, ωB97M-V/def2-TZVPD

The calculation puts the strongest force on any atom at 3.82 eV/A. As for the energy above the lowest of the compared OMol25 structures with the same formula, charge and spin: 0.00 kcal/mol. The SMILES is COC(=O)C(=O)C(=S)Cl. The calculation puts the molecular weight at 166.585 g/mol. Its spin multiplicity is 1. As for the net charge: 0. The total energy is -33694.688 eV. Its LUMO energy is -0.0522 Eh.

CARTESIAN COORDINATES (ANGSTROEM)
1 C -3.146 -0.613 1.585
2 C -1.965 -0.598 0.520
3 C -3.911 -1.848 1.406
4 C 0.245 -1.427 0.404
5 O -3.407 0.320 2.240
6 O -2.102 -0.151 -0.599
7 O -0.962 -1.009 1.172
8 S -5.268 -1.745 0.533
9 Cl -2.952 -3.319 1.700
10 H 0.993 -1.278 1.206
11 H 0.373 -0.795 -0.458
12 H 0.051 -2.485 0.318

***

No. 2
Molecular formula: C3H13NO2S2
Method: DFT, ωB97M-V/def2-TZVPD

The calculation puts the strongest force on any atom at 3.40 eV/A. As for the energy above the lowest of the compared OMol25 structures with the same formula, charge and spin: 27.27 kcal/mol. The SMILES is CNCCSS.O.O. The calculation puts the molecular weight at 159.276 g/mol. Its spin multiplicity is 1. As for the net charge: 0. The total energy is -30576.641 eV. Its LUMO energy is 0.0107 Eh.

CARTESIAN COORDINATES (ANGSTROEM)
1 S -3.606 0.501 -0.185
2 S -2.503 -1.274 -0.252
3 C -0.857 -0.596 -1.041
4 C -0.297 0.526 -0.260
5 N -0.069 0.343 1.132
6 C 0.400 1.449 1.915
7 H -4.303 0.641 -1.366
8 H -0.267 -1.494 -1.097
9 H -1.018 -0.192 -2.122
10 H -0.899 1.441 -0.275
11 H 0.648 0.843 -0.724
12 H -0.977 -0.003 1.432
13 H 1.351 1.683 1.504
14 H 0.217 0.986 2.926
15 H -0.348 2.303 1.820
16 H 1.110 -1.085 1.085
17 H 1.940 -2.379 0.646
18 O 1.997 -1.424 0.664
19 H 3.046 -0.629 -2.399
20 H 2.293 -0.998 -1.249
21 O 2.141 -0.642 -2.155

***

No. 3
Molecular formula: C5H16N4
Method: DFT, ωB97M-V/def2-TZVPD

The calculation puts the strongest force on any atom at 4.97 eV/A. As for the energy above the lowest of the compared OMol25 structures with the same formula, charge and spin: 105.67 kcal/mol. The calculation puts the molecular weight at 132.211 g/mol. Its spin multiplicity is 1. As for the net charge: 0. The total energy is -11400.954 eV. Its LUMO energy (alpha / beta) is 0.0233 / 0.0233 Eh.

CARTESIAN COORDINATES (ANGSTROEM)
1 C -1.519 -0.137 -0.149
2 C 0.783 -0.143 0.038
3 C 0.415 1.197 0.196
4 C 1.325 -0.639 -1.276
5 C 1.205 -0.953 1.235
6 N -1.729 -0.174 -1.546
7 N -2.379 0.859 0.391
8 N -1.725 -1.405 0.474
9 N 2.249 1.941 0.359
10 H -2.702 -0.127 -1.843
11 H -1.230 -0.901 -2.041
12 H -2.336 1.765 -0.062
13 H -2.404 0.911 1.400
14 H -2.640 -1.824 0.301
15 H -1.494 -1.440 1.460
16 H 2.741 1.822 1.246
17 H 2.839 1.791 -0.461
18 H 0.125 1.777 -0.670
19 H 0.094 1.545 1.170
20 H 0.983 -1.663 -1.463
21 H 1.027 0.005 -2.103
22 H 2.418 -0.673 -1.253
23 H 0.871 -0.510 2.174
24 H 2.292 -1.063 1.267
25 H 0.790 -1.963 1.158

***

No. 4
Molecular formula: C30H33AsFPSZr
Method: DFT, ωB97M-V/def2-TZVPD

The calculation puts the strongest force on any atom at 0.29 eV/A. As for the energy above the lowest of the compared OMol25 structures with the same formula, charge and spin: 8.34 kcal/mol. The calculation puts the molecular weight at 641.779 g/mol. Its spin multiplicity is 1. As for the net charge: +2. The total energy is -116592.469 eV. Its LUMO energy is -0.2614 Eh.

CARTESIAN COORDINATES (ANGSTROEM)
1 Zr 0.958 0.913 1.715
2 S 0.129 0.879 -0.520
3 C -1.078 1.752 0.475
4 C -2.330 1.146 0.686
5 C -3.281 1.766 1.463
6 C -2.985 2.981 2.084
7 C -1.749 3.572 1.913
8 C -0.771 2.985 1.095
9 As 0.959 3.939 0.728
10 C 1.855 3.146 2.347
11 C 3.174 2.672 2.248
12 C 3.834 2.174 3.373
13 C 3.185 2.128 4.603
14 C 1.864 2.546 4.707
15 C 1.198 3.039 3.585
16 C 0.502 5.663 1.495
17 C 1.101 6.185 2.635
18 C 0.784 7.474 3.050
19 C -0.124 8.234 2.330
20 C -0.711 7.717 1.181
21 C -0.392 6.438 0.756
22 H -2.536 0.197 0.207
23 H -4.254 1.311 1.595
24 H -3.729 3.469 2.700
25 H -1.545 4.524 2.386
26 H 3.700 2.746 1.302
27 H 4.863 1.850 3.292
28 H 3.709 1.764 5.477
29 H 1.351 2.501 5.658
30 H 0.177 3.389 3.688
31 H 1.823 5.613 3.203
32 H 1.253 7.882 3.935
33 H -0.368 9.236 2.656
34 H -1.409 8.314 0.610
35 H -0.845 6.049 -0.150
36 C 3.792 1.282 -1.288
37 C 3.261 -0.146 -1.189
38 P 2.827 -0.639 0.509
39 C 2.060 -2.306 0.437
40 C 2.489 -3.190 -0.735
41 C 4.409 -0.816 1.410
42 C 5.326 -1.937 0.922
43 H 4.069 1.504 -2.317
44 H 4.684 1.429 -0.675
45 H 3.032 2.009 -0.991
46 H 3.988 -0.866 -1.568
47 H 2.361 -0.264 -1.797
48 H 0.978 -2.158 0.416
49 H 2.289 -2.777 1.398
50 H 2.178 -2.766 -1.689
51 H 2.010 -4.164 -0.639
52 H 3.564 -3.352 -0.767
53 H 4.158 -0.968 2.465
54 H 4.915 0.150 1.347
55 H 4.877 -2.918 1.073
56 H 6.263 -1.917 1.477
57 H 5.572 -1.826 -0.134
58 F 0.496 -3.721 5.433
59 C 0.352 -2.687 4.621
60 C 1.423 -1.838 4.425
61 C 1.215 -0.770 3.558
62 C 0.001 -0.538 2.895
63 C -1.052 -1.434 3.141
64 C -0.885 -2.500 3.993
65 H 2.356 -2.004 4.945
66 H 2.094 -0.105 3.446
67 H -2.009 -1.288 2.655
68 H -1.683 -3.202 4.192